# 1
The following is a DFT calculation (wB97M-V/def2-TZVPD) of C32H45AsN2O4PPtS as an isolated structure in a non-equilibrium geometry.

ORCA input file:
```
! wB97M-V def2-TZVPD RIJCOSX def2/J DEFGRID3
* xyz -1 3
Pt 0.148 -1.266 -0.578
C 4.127 -1.686 1.707
C 3.992 -2.060 0.229
C 5.346 -1.988 -0.476
P 2.553 -1.257 -0.578
C 2.841 -1.450 -2.392
C 1.857 -0.647 -3.243
C 2.722 -2.928 -2.792
C 2.574 0.574 -0.305
C 3.796 1.245 -0.086
C 3.867 2.611 0.209
C 5.179 3.286 0.458
C 2.683 3.331 0.303
C 1.461 2.700 0.065
C 1.353 1.331 -0.279
N 0.157 0.736 -0.578
C -0.996 1.455 -0.605
C -1.935 1.319 0.450
C -1.637 0.424 1.628
C -3.172 1.989 0.406
C -3.520 2.791 -0.681
C -4.832 3.509 -0.725
C -2.609 2.927 -1.730
C -1.369 2.259 -1.716
C -0.468 2.404 -2.916
H 4.854 -2.341 2.201
H 3.177 -1.795 2.241
H 4.475 -0.658 1.846
H 3.726 -3.126 0.223
H 5.719 -0.973 -0.611
H 5.315 -2.455 -1.465
H 6.104 -2.534 0.098
H 3.848 -1.097 -2.639
H 0.816 -0.905 -3.017
H 2.020 -0.839 -4.309
H 1.986 0.430 -3.096
H 1.717 -3.319 -2.595
H 3.432 -3.563 -2.254
H 2.922 -3.054 -3.862
H 4.726 0.700 -0.132
H 6.021 2.623 0.234
H 5.254 3.588 1.507
H 5.278 4.171 -0.179
H 2.687 4.386 0.551
H 0.559 3.305 0.140
H -0.705 0.723 2.118
H -1.565 -0.619 1.302
H -2.430 0.478 2.382
H -3.869 1.865 1.228
H -5.520 3.134 0.040
H -5.315 3.362 -1.698
H -4.682 4.580 -0.558
H -2.868 3.546 -2.584
H -0.931 3.027 -3.689
H -0.276 1.426 -3.368
H 0.477 2.882 -2.646
O -2.231 0.876 -1.355
C -2.632 -0.214 -0.960
N -1.884 -1.266 -0.578
S -2.819 -2.490 -0.133
O -2.853 -2.792 1.293
O -2.853 -3.637 -1.034
C -4.360 -1.722 -0.412
C -5.633 -2.218 -0.232
C -6.689 -1.360 -0.544
C -6.437 -0.055 -1.017
C -5.125 0.407 -1.185
C -4.089 -0.455 -0.872
H -5.785 -3.227 0.134
H -7.713 -1.701 -0.420
H -7.271 0.600 -1.255
H -4.913 1.407 -1.548
C 1.099 -2.913 3.522
As 0.148 -1.266 3.022
C -1.755 -1.266 3.522
C 1.099 0.381 3.522
O 0.148 -1.266 1.378
H 1.144 -2.991 4.628
H 2.128 -2.885 3.111
H 0.559 -3.791 3.111
H -1.844 -1.266 4.628
H -2.245 -2.172 3.111
H -2.245 -0.360 3.111
H 1.144 0.459 4.628
H 0.559 1.259 3.111
H 2.128 0.352 3.111
H 0.148 -2.984 -0.578
*
```

Values from the calculation:
expectation value of S²	2.07
HOMO-LUMO gap (spin up / spin down)	4.177 / 4.983	eV

---

# 2
The following is a DFT calculation (wB97M-V/def2-TZVPD) of C23H37O3Sn as an isolated structure in a non-equilibrium geometry.

ORCA input file:
```
! wB97M-V def2-TZVPD RIJCOSX def2/J DEFGRID3
* xyz 1 1
O -0.013 -0.025 -4.184
C 0.173 1.247 -4.903
C 0.305 0.595 -6.280
H 1.102 1.711 -4.557
H -0.684 1.929 -4.800
C 0.224 -0.708 -5.455
H 1.252 0.812 -6.789
H -0.559 0.793 -6.929
C 1.536 -1.448 -5.420
H 2.341 -0.779 -5.105
H 1.801 -1.832 -6.407
H 1.484 -2.297 -4.734
C -0.951 -1.572 -5.851
H -1.873 -0.987 -5.821
H -1.029 -2.431 -5.182
H -0.837 -1.947 -6.871
Sn -0.305 -0.379 2.017
C -2.607 -0.421 2.744
C -2.253 0.968 2.468
C -2.456 1.185 1.065
H -2.058 1.729 3.216
C -2.959 -0.021 0.498
C -3.067 -0.997 1.512
H -3.507 -1.993 1.416
H -2.718 -0.853 3.735
H -2.354 2.152 0.575
H -3.290 -0.144 -0.534
C 1.308 -2.055 2.668
C 0.922 -2.987 1.647
C 1.345 -2.463 0.397
H 0.482 -3.966 1.838
C 2.016 -1.229 0.604
C 2.031 -0.964 2.015
H 2.627 -0.218 2.537
H 1.271 -2.227 3.743
H 1.263 -2.980 -0.561
H 2.529 -0.631 -0.150
O 1.657 1.042 -2.362
C 0.493 0.481 -1.728
C -0.644 1.500 -1.864
H 0.714 0.361 -0.645
H 0.263 -0.502 -2.140
C 0.117 2.818 -1.730
H -1.436 1.337 -1.138
H -1.083 1.432 -2.867
C 1.567 2.462 -2.090
H 0.043 3.203 -0.711
H -0.273 3.586 -2.402
H 2.244 2.708 -1.247
H 1.905 3.047 -2.963
C -0.522 1.381 5.906
C 0.119 0.161 5.256
C 1.555 0.086 5.763
C -0.628 -1.102 5.672
O 0.147 0.410 3.858
H -0.514 1.273 6.998
H -1.558 1.517 5.576
H 0.042 2.282 5.638
H 1.552 -0.037 6.855
H 2.099 -0.757 5.320
H 2.090 1.010 5.512
H -1.693 -1.021 5.431
H -0.210 -1.986 5.179
H -0.540 -1.255 6.759
*
```

Values from the calculation:
HOMO-LUMO gap (spin up / spin down)	4.541 / 4.546	eV

---

# 3
The following is a DFT calculation (wB97M-V/def2-TZVPD) of a 3-piece molecular cluster, C4H16N2O overall in a non-equilibrium geometry.

ORCA input file:
```
! wB97M-V def2-TZVPD RIJCOSX def2/J DEFGRID3
* xyz 2 1
C 0.182 -2.305 0.841
C 0.176 -0.821 1.382
C -0.386 0.293 0.614
C 0.871 0.183 -0.345
N 0.821 1.294 -1.211
N -1.139 -1.046 2.997
H -0.428 -3.196 1.201
H 1.111 -2.809 1.114
H 0.434 -2.351 -0.195
H 1.149 -0.748 1.937
H -1.354 0.022 0.073
H -0.236 1.334 1.067
H 0.539 -0.674 -1.012
H 1.907 0.109 -0.141
H 0.303 2.033 -0.653
H 0.232 1.072 -2.014
H 1.765 1.674 -1.409
H -0.557 -1.461 3.728
H -1.398 -0.097 3.326
H -2.025 -1.600 3.120
H -0.135 1.576 -4.409
H -0.694 2.918 -4.103
O -0.431 2.045 -3.635
*
```

Values from the calculation:
HOMO-LUMO gap	10.454	eV

---

Relative energy (zero: lowest compared OMol25 entry of this formula, charge and spin)? In order: 76.9 4.3 87.5 kcal/mol.